A structure of composition C43H53Br2N5O2S3Ti in a non-equilibrium geometry, computed with the ωB97M-V functional and the def2-TZVPD basis.

As for the HOMO energy (alpha / beta): -4.532 / -4.530 eV. For the strongest force on any atom, the calculation gives 3.44 eV/A. The calculation puts the energy above the lowest of the compared OMol25 structures with the same formula, charge and spin at 2.6374 eV. The expectation value of S² is 0.753. The calculation puts the HOMO-LUMO gap (alpha / beta) at 6.7 / 6.7 eV.

```
! RIJCOSX wB97M-V def2-TZVPD def2/J DEFGRID3
* xyz -1 2
Ti 11.87 11.01 14.48
C 15.32 7.86 14.71
N 14.10 7.60 13.99
C 13.45 6.32 14.22
C 11.94 6.24 14.16
N 11.18 7.07 15.08
C 11.68 7.35 16.41
C 9.80 7.30 14.85
C 9.00 6.24 14.40
C 7.64 6.32 14.20
C 7.02 7.51 14.48
C 7.75 8.63 14.88
C 9.16 8.55 15.13
S 9.94 10.09 15.71
C 14.10 7.93 12.57
C 15.11 7.30 11.85
C 15.13 7.38 10.49
C 14.12 8.02 9.78
C 13.16 8.69 10.55
C 13.10 8.67 11.93
S 11.71 9.34 12.80
H 15.62 8.90 14.49
H 15.10 7.72 15.82
H 16.13 7.20 14.38
H 13.86 5.62 13.52
H 13.85 5.91 15.15
H 11.57 6.56 13.17
H 11.70 5.15 14.25
H 11.25 8.25 16.79
H 11.54 6.49 17.02
H 12.77 7.47 16.26
H 9.48 5.26 14.18
H 7.17 5.43 13.88
H 5.91 7.68 14.34
H 7.26 9.62 14.96
H 15.92 6.72 12.36
H 15.89 6.74 10.04
H 14.10 8.00 8.68
H 12.34 9.26 10.05
C 9.55 13.69 16.02
C 11.04 13.76 16.35
C 11.51 14.91 16.95
C 12.73 14.91 17.58
C 13.52 13.75 17.60
C 14.74 13.56 18.33
Br 15.57 14.92 19.28
C 15.42 12.36 18.22
C 14.97 11.36 17.33
Br 15.89 9.74 17.58
C 13.83 11.47 16.57
O 13.44 10.65 15.64
C 13.08 12.72 16.80
N 11.89 12.72 16.21
H 8.95 14.17 16.82
H 9.18 12.66 15.83
H 9.34 14.29 15.10
H 10.98 15.85 16.89
H 13.07 15.84 17.99
H 16.34 12.15 18.79
C 16.80 10.26 9.48
C 16.25 10.98 10.76
N 16.92 10.58 12.02
C 17.45 11.41 12.98
S 17.29 11.13 14.59
N 18.00 12.61 12.61
C 18.91 12.80 11.43
C 20.10 11.82 11.33
H 16.96 9.25 9.70
H 17.63 10.80 9.04
H 16.00 10.30 8.79
H 15.24 10.69 10.87
H 16.22 12.02 10.65
H 16.38 9.89 12.53
H 18.36 13.03 13.42
H 19.35 13.80 11.47
H 18.30 12.70 10.51
H 20.69 11.94 12.22
H 20.73 11.97 10.47
H 19.72 10.83 11.45
C 9.00 11.64 10.25
C 9.41 12.08 11.65
C 8.28 12.15 12.62
C 10.27 13.30 11.68
C 9.95 14.39 10.83
C 10.74 15.54 10.82
C 11.88 15.60 11.58
C 12.26 14.57 12.41
C 13.71 14.50 12.87
C 14.50 13.50 12.05
C 14.07 14.36 14.38
C 11.45 13.45 12.49
O 11.78 12.46 13.36
H 8.61 10.57 10.22
H 9.89 11.68 9.60
H 8.33 12.27 9.83
H 9.99 11.26 12.01
H 7.60 13.02 12.48
H 8.62 12.15 13.60
H 7.72 11.21 12.48
H 9.09 14.37 10.21
H 10.54 16.37 10.09
H 12.55 16.43 11.48
H 14.16 15.51 12.57
H 14.23 12.47 12.37
H 15.61 13.54 12.27
H 14.32 13.62 10.99
H 14.27 13.37 14.75
H 13.39 14.83 15.10
H 14.95 14.98 14.62
*
```

Löwdin population analysis, charges in e, atoms 1 to 99: 0.601, -0.130, -0.174, -0.197, -0.175, -0.176, -0.060, -0.261, -0.042, -0.128, -0.138, -0.135, -0.522, 0.578, -0.257, -0.061, -0.144, -0.098, -0.130, -0.558, 0.689, 0.028, 0.052, 0.068, 0.106, 0.117, 0.108, 0.113, 0.021, 0.071, 0.077, 0.106, 0.079, 0.106, 0.094, 0.126, 0.101, 0.107, 0.109, -0.024, -0.268, -0.039, -0.024, -0.208, -0.663, 0.762, -0.196, -0.612, 0.795, -0.380, -0.189, -0.191, 0.115, 0.083, 0.014, 0.096, 0.116, 0.095, 0.091, -0.054, -0.208, 0.035, -0.895, 0.678, -0.029, -0.212, -0.080, 0.036, 0.062, 0.057, 0.088, 0.068, 0.087, 0.061, 0.109, 0.091, 0.063, 0.062, 0.054, -0.056, -0.408, -0.056, -0.096, -0.036, -0.105, -0.074, -0.147, -0.326, -0.073, -0.029, -0.214, -0.266, 0.108, 0.090, 0.019, 0.056, 0.098, 0.020, 0.091